17
Properties=species:S:1:pos:R:3 method="wB97M-V/def2-TZVPD" relative_energy_kj_mol=347.83 charge=0 homo_lumo_gap_ha="0.12707 / 0.27860" multiplicity=2 e_tot_ha=-268.31314
C 0.462 1.411 0.776
C -0.795 0.880 -0.043
C -0.847 -0.671 -0.197
C -1.438 -1.612 0.576
N 0.183 -1.183 -1.105
N 1.543 0.693 0.088
H 0.356 1.023 1.849
H 0.579 2.453 0.558
H -1.815 1.211 0.261
H -0.586 1.400 -1.000
H -1.890 -1.462 1.550
H -1.749 -2.458 -0.099
H 1.202 -0.373 -0.070
H 0.489 -2.140 -0.951
H 0.139 -0.986 -2.140
H 2.372 0.671 0.750
H 1.795 1.143 -0.803